[1]
Here is C36H47FN7O11SiY as an isolated structure from OMol25. Energies are from ωB97M-V/def2-TZVPD.

The value obtained for the largest force on an atom is 0.0152 Eh/bohr. The energy above the lowest of the compared OMol25 structures with the same formula, charge and spin is 0.000 eV. The value obtained for the lowest unoccupied orbital energy is 0.26 eV. Its HOMO energy is -7.873 eV.

Geometry as ORCA input:
```
! wB97M-V def2-TZVPD RIJCOSX def2/J DEFGRID3
* xyz 0 1
Y -0.3205 0.3923 0.0245
O -3.4278 -3.1043 -0.7228
C -2.2942 -2.4461 -0.5097
O -1.8635 -1.5994 -1.2609
C -1.5953 -2.8189 0.7736
O -0.3212 -2.2349 0.7679
C 0.6915 -2.9980 0.0846
C 1.4639 -2.1296 -0.9159
O 2.1123 -2.6881 -1.7837
O 1.3437 -0.8740 -0.7092
H -3.8462 -2.7318 -1.5158
H -2.1537 -2.4069 1.6173
H -1.5654 -3.9044 0.8881
H 1.3958 -3.3741 0.8308
H 0.2492 -3.8492 -0.4335
C -2.7755 1.1378 -3.2764
C -3.3834 1.0124 -1.9111
C -4.7513 0.8811 -1.7724
C -5.2780 0.7076 -0.4907
C -4.4464 0.6955 0.5977
C -3.0529 0.8803 0.4094
N -2.5553 1.0106 -0.8537
N -2.1203 0.8995 1.3906
Si -2.5429 1.5026 2.9702
C -3.4267 3.1529 2.7762
C -1.0078 1.8354 3.9773
C -3.6683 0.3389 3.9432
H -2.4585 0.1580 -3.6401
H -1.8976 1.7780 -3.2562
H -3.5010 1.5420 -3.9814
H -5.3894 0.9153 -2.6442
H -6.3456 0.5799 -0.3553
H -4.8318 0.5422 1.5957
H -2.7258 3.9290 2.4581
H -3.8456 3.4630 3.7373
H -4.2435 3.1197 2.0536
H -0.1886 2.2229 3.3717
H -0.6394 0.9583 4.5115
H -1.2512 2.5874 4.7336
H -4.7190 0.6291 3.8641
H -3.4081 0.3649 5.0048
H -3.5667 -0.6928 3.6010
F 1.4999 -0.0661 7.9840
C 0.8621 -0.6026 6.9381
C 1.4249 -0.6392 5.7277
N 0.7844 -1.1954 4.6393
C 1.4203 -1.1442 3.3220
C 1.5705 0.3073 2.8327
O 2.2415 1.0665 3.5165
O 1.0071 0.6041 1.7209
C -0.4805 -1.7250 4.7430
O -1.0890 -2.2219 3.8121
N -1.0195 -1.6758 6.0112
C -0.4700 -1.1364 7.1752
O -1.0722 -1.1446 8.2229
H 2.3931 -0.2042 5.5294
H 0.8174 -1.7418 2.6496
H 2.4220 -1.5690 3.4076
H -1.9524 -2.0539 6.0958
C -0.9186 4.4080 -1.5168
C -0.8176 3.8140 -0.1276
O 0.1971 2.8027 -0.0257
C 1.5338 3.3075 0.2130
C 1.7457 3.8143 1.6230
H -1.6894 5.1810 -1.5193
H -1.2023 3.6434 -2.2405
H 0.0196 4.8600 -1.8394
H -1.7494 3.3249 0.1527
H -0.6163 4.5894 0.6138
H 1.7454 4.0776 -0.5313
H 2.1929 2.4614 0.0156
H 0.9994 4.5567 1.9086
H 2.7211 4.3021 1.6731
H 1.7407 2.9961 2.3399
C 5.7546 4.6184 -9.9992
C 5.2028 4.7080 -8.6032
C 3.8598 4.4743 -8.3383
C 3.3466 4.5745 -7.0517
C 4.1881 4.8812 -5.9894
N 3.7072 4.9977 -4.6625
C 2.8507 4.1671 -3.9774
O 2.3642 4.5102 -2.9148
N 2.6363 2.9496 -4.5733
C 1.8349 1.8917 -4.1165
C 1.7430 0.7617 -4.9199
C 0.9668 -0.3006 -4.5033
C 0.3053 -0.2082 -3.2947
N 0.3867 0.8683 -2.5128
C 1.1347 1.8977 -2.9097
C 5.5376 5.1150 -6.2411
C 6.0294 5.0410 -7.5315
H 4.9901 4.2988 -10.7057
H 6.5800 3.9069 -10.0494
H 6.1364 5.5852 -10.3312
H 3.1904 4.2300 -9.1545
H 2.2867 4.4347 -6.8791
H 3.9401 5.8273 -4.1413
H 3.1529 2.7652 -5.4184
H 2.2862 0.7145 -5.8573
H 0.8909 -1.2016 -5.0948
H -0.2908 -1.0329 -2.9297
H 1.1912 2.7486 -2.2569
H 6.1980 5.3479 -5.4152
H 7.0815 5.2311 -7.7084
*
```

[2]
Here is a 15-piece molecular cluster, C5H42NO14 overall in a non-equilibrium geometry from OMol25. Energies are from ωB97M-V/def2-TZVPD.

The value obtained for the largest force on an atom is 0.1280 Eh/bohr. The value obtained for the lowest unoccupied orbital energy (alpha / beta) is -5.04 / -12.48 eV. Its HOMO energy (alpha / beta) is -16.309 / -16.239 eV.

Geometry as ORCA input:
```
! wB97M-V def2-TZVPD RIJCOSX def2/J DEFGRID3
* xyz 2 2
C 0.0465 -2.1460 -1.0439
C 0.6214 -0.8308 -0.6382
C 0.6978 -0.6637 0.9631
C -0.5309 0.1582 1.3364
C 0.9995 -1.9998 1.6754
N 1.9620 -0.5303 -1.3155
H -0.8580 -2.4564 -0.3909
H 0.7328 -2.9817 -0.8765
H -0.2025 -2.2752 -2.1123
H -0.0823 -0.0610 -0.9811
H 1.5404 0.0321 1.1958
H -0.7812 -0.1329 2.4400
H -1.4317 -0.0406 0.7736
H -0.3169 1.2088 1.2845
H 0.8101 -1.8515 2.7815
H 2.0421 -2.0956 1.6497
H 0.4188 -2.8097 1.1949
H 1.7801 0.2839 -1.9775
H 2.4055 -1.3173 -1.7321
H 2.6856 -0.1083 -0.6596
H -3.5306 1.9678 1.4152
H -3.5596 3.5775 1.5739
O -3.1442 2.8948 1.1620
H -3.6728 -0.2881 4.2592
H -2.6692 -1.2440 3.6148
O -3.4941 -0.8817 3.4954
H -1.5800 -3.0637 3.4003
H -2.1315 -2.8583 2.1081
O -1.3321 -2.5957 2.6109
H 3.6952 1.0517 0.2432
H 3.9668 1.3759 1.7517
O 3.2558 1.1050 1.1624
H -4.0261 -0.8889 0.2630
H -4.0860 -2.4080 -0.0989
O -3.6004 -1.6410 -0.2278
H -0.7433 -0.1745 -4.2160
H -1.3116 0.8509 -3.2720
O -0.5381 0.6811 -3.8771
H -3.4376 -0.5684 -3.3394
H -3.4325 -0.4562 -1.7522
O -3.1753 -0.0274 -2.5909
H 4.2066 -3.3699 -0.8478
H 4.0631 -2.8821 0.4788
O 3.5172 -3.2038 -0.2180
H 3.7861 2.5096 -1.9726
H 2.3264 2.8834 -1.5496
O 2.9337 2.1377 -2.0570
H -4.9885 -0.1990 2.0339
H -5.5674 0.3431 0.6842
O -4.7078 0.3200 1.1722
H 2.7147 1.0253 -3.4695
H 1.4067 0.7470 -4.1050
O 2.1218 0.3490 -3.7552
H 0.8377 3.8173 -0.3044
H 1.7915 4.7549 -0.7684
O 1.7404 3.8784 -0.4120
H -1.6806 4.5173 -0.0693
H -1.3993 3.2728 0.5603
O -0.9498 3.9302 0.1120
H 4.7185 -2.5338 2.7500
H 3.7210 -1.5062 2.5985
O 4.5104 -1.8270 2.2845
*
```

[3]
Here is C36H47BCl3HfN10O3S2Si as an isolated structure in a non-equilibrium geometry from OMol25. Energies are from ωB97M-V/def2-TZVPD.

The value obtained for the largest force on an atom is 0.0416 Eh/bohr. The energy above the lowest of the compared OMol25 structures with the same formula, charge and spin is 0.709 eV. The value obtained for the lowest unoccupied orbital energy (alpha / beta) is -6.09 / -8.46 eV. Its HOMO energy (alpha / beta) is -13.432 / -13.431 eV.

Geometry as ORCA input:
```
! wB97M-V def2-TZVPD RIJCOSX def2/J DEFGRID3
* xyz 2 2
Hf -0.7011 1.6414 -0.0172
C 3.7143 0.9538 0.2844
C 2.4703 0.6851 -0.2778
N 1.5146 1.3677 0.3608
N 2.1328 2.1015 1.3207
C 3.4512 1.8545 1.2942
B 1.4308 3.3135 1.9764
N 0.2048 2.8441 2.7736
C -0.2200 3.2279 3.9807
C -1.4817 2.7032 4.1932
C -1.7668 1.9963 3.0369
N -0.7370 2.0703 2.1757
N 0.9057 4.1677 0.7820
C 0.9419 5.5062 0.7041
C 0.4806 5.8845 -0.5396
C 0.1683 4.6897 -1.1748
N 0.4282 3.6475 -0.3739
N 2.3995 4.1411 2.7709
C 3.4980 4.7760 2.2648
C 4.0873 5.4807 3.2793
C 3.2763 5.2336 4.4002
N 2.2848 4.4383 4.0766
H 4.6683 0.5633 0.0009
H 2.2323 0.0219 -1.0875
H 4.1216 2.3019 1.9977
H 0.4050 3.8369 4.6070
H -2.0914 2.8295 5.0626
H -2.6574 1.4452 2.7949
H 1.2872 6.1065 1.5215
H 0.3919 6.8753 -0.9305
H -0.2200 4.5466 -2.1648
H 3.7694 4.6962 1.2319
H 4.9700 6.0818 3.2317
H 3.3798 5.6052 5.4014
C -2.0899 -1.1220 1.5813
C -3.1311 -0.5088 0.7158
C -4.3042 -1.2345 0.4386
C -5.3518 -0.6182 -0.1873
C -5.2556 0.7568 -0.4904
C -6.3487 1.5003 -0.9803
C -6.2267 2.8533 -1.1908
C -5.0216 3.5008 -0.9283
C -3.9145 2.7975 -0.4765
S -2.4590 3.6427 -0.0885
C -4.0116 1.3986 -0.2407
N -2.9498 0.7455 0.3135
H -2.4854 -1.2092 2.5942
H -1.1740 -0.5178 1.6057
H -1.8371 -2.1222 1.2363
H -4.3664 -2.2657 0.7481
H -6.2616 -1.1539 -0.4117
H -7.2871 0.9939 -1.1514
H -7.0711 3.4263 -1.5379
H -4.9313 4.5673 -1.0594
Cl -1.0803 3.6860 -5.6933
C -0.8105 2.0468 -5.0328
Cl -2.0537 0.9023 -5.6260
Cl 0.8369 1.4557 -5.4230
C -0.8979 2.0734 -3.6051
N -0.9374 2.0560 -2.4553
C -1.7724 -4.8586 -0.4118
C -1.2879 -4.3973 -1.7818
C -2.3492 -3.5494 -2.4823
C -0.9087 -5.6044 -2.6389
O -0.0955 -3.6218 -1.6346
Si 0.5703 -2.4558 -0.7813
S -0.5299 -0.6012 -1.2972
O 2.0939 -2.2316 -1.2128
C 2.9514 -2.6844 -2.2764
C 4.3646 -2.2488 -1.8886
C 2.8794 -4.2014 -2.3820
C 2.5011 -2.0347 -3.5810
O 0.3929 -2.4610 0.8168
C 1.2372 -2.6932 1.9605
C 0.3170 -3.0011 3.1434
C 2.1808 -3.8570 1.6905
C 2.0215 -1.4058 2.2096
H -2.6014 -5.5511 -0.5227
H -2.0978 -4.0046 0.1778
H -0.9662 -5.3641 0.1139
H -3.2769 -4.1088 -2.5749
H -2.0114 -3.2712 -3.4779
H -2.5311 -2.6408 -1.9098
H -1.7798 -6.2310 -2.8041
H -0.1471 -6.1956 -2.1379
H -0.5220 -5.2801 -3.6008
H 4.6192 -2.6494 -0.9101
H 4.4428 -1.1657 -1.8631
H 5.0824 -2.6305 -2.6078
H 3.1345 -4.6526 -1.4276
H 3.5787 -4.5566 -3.1317
H 1.8759 -4.5037 -2.6586
H 2.6226 -0.9543 -3.5373
H 1.4536 -2.2655 -3.7625
H 3.0931 -2.4229 -4.4043
H -0.3830 -3.7917 2.8865
H -0.2368 -2.1144 3.4410
H 0.9084 -3.3353 3.9907
H 1.6159 -4.7723 1.5409
H 2.8569 -3.9970 2.5282
H 2.7606 -3.6520 0.7967
H 1.3300 -0.5622 2.2715
H 2.7063 -1.2439 1.3824
H 2.5867 -1.4613 3.1349
*
```

[4]
Here is CH2I2O as an isolated structure in a non-equilibrium geometry from OMol25. Energies are from ωB97M-V/def2-TZVPD.

The value obtained for the largest force on an atom is 0.0796 Eh/bohr. The energy above the lowest of the compared OMol25 structures with the same formula, charge and spin is 0.447 eV. The value obtained for the lowest unoccupied orbital energy is -0.24 eV. Its HOMO energy is -9.378 eV.

Geometry as ORCA input:
```
! wB97M-V def2-TZVPD RIJCOSX def2/J DEFGRID3
* xyz 0 1
C -0.1207 -0.1525 -0.2149
O 0.6724 -0.4172 0.8383
I -0.6694 1.9826 -0.1406
I -1.8681 -1.4159 -0.1701
H 0.4134 -0.1074 -1.0548
H 1.5724 0.1104 0.7422
*
```